Entry 1:
# C6H7NO

The molecule C6H7NO (ωB97M-V/def2-TZVPD, the Open Molecules 2025 dataset).

Values from the calculation:
Kohn-Sham gap (eV): 9.66
E_HOMO (eV): -8.7
SMILES string: C#C[C@@H]1OC[C@H]2N[C@H]12
Energy above the lowest of the compared OMol25 structures with the same formula, charge and spin (kcal/mol): 151.04

Cartesian coordinates (Å):
C: 2.403836 1.370782 0.302508
C: 1.235946 1.208880 0.554533
C: -0.091521 0.736078 0.775874
C: -0.422337 -1.597500 0.309178
C: -0.316259 -0.702851 -0.871394
C: -1.201192 0.440846 -0.296163
H: 3.411153 1.717498 0.049475
H: -0.603799 1.370391 1.582787
H: 0.271760 -2.413674 0.242503
H: -1.364565 -2.069487 0.544622
H: 0.695794 -0.492171 -1.086742
H: -0.741606 0.753405 -2.185446
H: -2.047594 0.162868 0.290368
N: -1.233250 0.103034 -1.578621
O: 0.003633 -0.588100 1.366517

Cartesian forces (eV/Å) of the 3 atoms listed first:
0.38 0.92 -0.20
1.41 0.22 -1.18
-2.60 0.76 2.04



Entry 2:
# C6H7NO2

A structure of composition C6H7NO2 (ωB97M-V/def2-TZVPD, the Open Molecules 2025 dataset).

Values from the calculation:
Kohn-Sham gap (eV): 8.93
E_HOMO (eV): -8.6
Energy above the lowest of the compared OMol25 structures with the same formula, charge and spin (kcal/mol): 115.05

Cartesian coordinates (Å):
O: 1.369899 -2.329440 1.343453
C: 1.250630 -1.361034 0.621260
C: 1.537026 -1.353163 -0.876445
C: 2.167322 -0.028095 -1.237563
C: 2.674101 0.637119 -0.161199
N: 2.175330 0.234171 1.053877
C: 2.064352 0.548329 -2.536169
C: 1.998665 1.002110 -3.661160
H: 2.205306 -2.198561 -1.101619
H: 0.592835 -1.529781 -1.409848
H: 3.065455 1.651887 -0.220211
H: 2.739228 0.244788 1.891603
H: 2.027514 1.316815 -4.689001
H: 0.769587 0.547929 1.360288
O: -0.259517 -0.340993 1.173635
H: -0.593078 -0.032354 0.318653

Cartesian forces (eV/Å) of the 3 atoms listed first:
-0.59 2.67 -1.46
1.80 -2.14 2.27
-0.98 0.56 -0.17



Entry 3:
# C6H7NO2

The molecule C6H7NO2 (ωB97M-V/def2-TZVPD, the Open Molecules 2025 dataset).

Values from the calculation:
Kohn-Sham gap (eV): 10.97
E_HOMO (eV): -10.1
SMILES string: CC[C@]12OC(=O)N3[C@H]1[C@@H]32
Energy above the lowest of the compared OMol25 structures with the same formula, charge and spin (kcal/mol): 74.43

Cartesian coordinates (Å):
C: -1.510854 -0.814492 -1.492391
C: -0.623075 1.253609 -0.770569
C: 0.415117 0.601979 -1.760342
C: 0.251871 -0.035913 -0.357778
C: 0.340517 -0.436656 2.053548
C: 1.127516 -0.057690 0.902912
N: -1.092366 0.509201 -1.942550
O: -2.434379 -1.461473 -1.921507
O: -0.640258 -1.178360 -0.463727
H: -0.795328 2.258942 -0.431133
H: 1.118239 0.787665 -2.533856
H: 0.964738 -0.632568 2.932853
H: -0.186328 -1.345887 1.955149
H: -0.432055 0.303495 2.209207
H: 1.976426 -0.695581 0.559085
H: 1.520221 0.943732 1.061101

Cartesian forces (eV/Å) of the 3 atoms listed first:
-0.29 -0.49 0.05
3.33 -3.17 -1.46
-3.33 -0.41 3.83



Entry 4:
# C6H7NO2

The molecule C6H7NO2 (ωB97M-V/def2-TZVPD, the Open Molecules 2025 dataset).

Values from the calculation:
Kohn-Sham gap (eV): 11.08
E_HOMO (eV): -10.6
SMILES string: C#C[C@@H](CO)[C@H](O)C#N
Energy above the lowest of the compared OMol25 structures with the same formula, charge and spin (kcal/mol): 84.22

Cartesian coordinates (Å):
C: 0.118663 -2.258676 -0.708076
C: 0.047522 -1.145913 -0.241493
C: -1.826281 0.522138 -0.717515
C: 1.312817 0.897057 -0.425397
C: 0.250244 0.173716 0.419165
C: -1.168042 0.752291 0.572198
N: -2.442056 0.502117 -1.685117
O: 2.571866 0.139791 -0.212733
O: -2.010823 0.155096 1.558408
H: 0.056664 -3.194259 -1.203393
H: 1.458676 1.980615 -0.241367
H: 1.201379 0.753200 -1.518045
H: 0.744107 -0.141616 1.354391
H: -1.269465 1.860965 0.730203
H: 2.611974 -0.272153 0.599347
H: -1.657250 -0.724371 1.719418

Cartesian forces (eV/Å) of the 3 atoms listed first:
-0.49 1.16 0.32
0.84 -1.24 0.01
-0.72 0.73 -0.66



Entry 5:
# C6H7NO3

The molecule C6H7NO3 (ωB97M-V/def2-TZVPD, the Open Molecules 2025 dataset).

Values from the calculation:
Kohn-Sham gap (eV): 8.97
E_HOMO (eV): -8.8
Energy above the lowest of the compared OMol25 structures with the same formula, charge and spin (kcal/mol): 64.33

Cartesian coordinates (Å):
C: 0.665100 -1.038727 1.398172
C: -1.533830 -0.090172 -0.800286
C: -0.026448 0.291964 1.978707
C: -0.719240 0.983551 0.914660
C: -0.003818 -0.138012 -0.805658
C: 0.838949 0.287411 -2.009821
N: 0.560300 -1.096701 -0.000648
O: 1.034471 -1.920217 2.130203
O: -2.348525 -0.199235 -1.661492
O: -1.848793 0.346938 0.461641
H: -0.817620 -0.034783 2.517369
H: 0.675728 0.917940 2.614384
H: -0.442125 2.059918 0.560918
H: 0.129918 0.047051 -2.813337
H: 1.917798 -0.037480 -2.052324
H: 1.037176 1.472025 -1.961681
H: 0.880957 -1.851472 -0.470806

Cartesian forces (eV/Å) of the 3 atoms listed first:
-1.05 0.29 0.44
0.42 0.76 -0.59
3.20 1.08 -1.23



Entry 6:
# C6H7NO4

A cluster of 2 separate species, C6H7NO4 in total (ωB97M-V/def2-TZVPD, the Open Molecules 2025 dataset).

Values from the calculation:
Kohn-Sham gap (spin up / spin down) (eV): 4.37 / 4.37
E_HOMO (spin up / spin down) (eV): 1.9 / 1.9
Total charge: -2

Cartesian coordinates (Å):
C: 0.069327 1.442439 0.874472
C: -3.280204 -0.689530 -0.010597
C: 1.506122 -0.805985 0.147205
C: 0.050759 -1.052612 0.489023
C: 1.438191 0.290250 -0.928041
C: -0.644457 0.261946 0.251563
N: 0.184420 1.039203 -0.649574
O: -3.104073 -1.684917 -0.618284
O: -0.172728 1.775119 -1.657999
O: 1.103509 1.399791 1.674578
O: -4.027592 0.125457 0.387233
H: -0.640784 2.322690 1.111115
H: 2.142601 -0.257137 1.002226
H: 2.154360 -1.701873 -0.373386
H: -0.528658 -1.689594 -0.135222
H: 0.049104 -1.506866 1.437936
H: 2.387531 0.804853 -1.090290
H: 1.312573 -0.073228 -1.911964

Cartesian forces (eV/Å) of the 3 atoms listed first:
-1.34 0.44 1.35
0.48 0.58 -0.91
3.73 -0.06 -1.21



Entry 7:
# C6H7NOS

The molecule C6H7NOS (ωB97M-V/def2-TZVPD, the Open Molecules 2025 dataset).

Values from the calculation:
Kohn-Sham gap (eV): 7.68
E_HOMO (eV): -7.3
Energy above the lowest of the compared OMol25 structures with the same formula, charge and spin (kcal/mol): 56.79

Cartesian coordinates (Å):
C: -1.705568 -0.884785 0.258598
C: -2.254558 0.294208 -0.000222
C: -0.256896 1.648819 -0.097521
C: 0.586356 0.607870 0.218818
C: -0.407342 -1.256883 0.303755
C: 2.742952 -0.861208 -0.282512
N: -1.596585 1.479297 -0.106359
O: 0.316358 -2.180736 0.196695
S: 2.226974 0.708093 0.426628
H: -2.495707 -1.629061 0.458539
H: -3.241978 0.508205 0.153002
H: -0.014010 2.797071 -0.212584
H: 3.660916 -0.833859 -0.927637
H: 1.867863 -1.184983 -0.837090
H: 2.696840 -1.575628 0.568516
H: -2.125610 2.363582 -0.120623

Cartesian forces (eV/Å) of the 3 atoms listed first:
-3.06 -2.41 0.41
2.34 3.82 0.67
2.89 1.21 0.90



Entry 8:
# C6H7NS

A structure of composition C6H7NS (ωB97M-V/def2-TZVPD, the Open Molecules 2025 dataset).

Values from the calculation:
Kohn-Sham gap (eV): 8.76
E_HOMO (eV): -7.8
Energy above the lowest of the compared OMol25 structures with the same formula, charge and spin (kcal/mol): 29.79

Cartesian coordinates (Å):
C: -2.189374 0.804060 0.422970
C: -1.306342 0.003668 -0.512966
C: 0.473376 -1.248520 -0.015524
C: 1.808072 -1.395987 0.200444
C: 1.365738 0.797190 -0.288312
C: 0.195483 0.093752 -0.320492
H: -1.914948 0.633250 1.457948
H: -3.236737 0.556681 0.314276
H: -2.092185 1.890170 0.206205
H: -1.641151 0.158000 -1.551175
H: 2.447226 -2.253585 0.450439
H: 3.306646 0.098710 0.172832
H: 1.633591 1.820618 -0.437017
N: 2.347947 -0.122494 0.031201
S: -1.197346 -1.835512 -0.130834

Cartesian forces (eV/Å) of the 3 atoms listed first:
0.27 0.66 -0.07
-0.24 0.35 -0.36
0.02 -0.06 0.00



Which formula does entry 1 have?
C6H7NO